No. 1
The following is a quantum chemistry calculation of a molecular structure, C30H50P2Sn at a distorted geometry, from the Open Molecules 2025 dataset.

```
83
Properties=species:S:1:pos:R:3:mulliken_charge:R:1
Sn 0.111 -0.034 -0.985 -0.542
C -2.361 1.732 0.482 0.259
C -2.784 0.882 -0.582 0.446
C -2.699 -0.372 1.347 0.693
C -2.258 0.941 1.660 0.438
C -2.969 -0.435 -0.045 1.093
C -2.187 3.195 0.374 -1.526
H -1.776 3.479 -0.607 0.194
H -1.544 3.590 1.172 0.378
H -3.168 3.693 0.470 0.362
C -1.725 1.347 2.971 -0.987
H -1.561 2.431 3.034 0.429
H -0.765 0.829 3.146 -0.529
H -2.391 1.040 3.790 0.551
C -2.903 -1.482 2.299 -1.582
H -3.899 -1.929 2.161 0.422
H -2.842 -1.124 3.334 0.472
H -2.151 -2.276 2.150 0.154
C -3.449 -1.635 -0.759 -1.346
H -4.548 -1.621 -0.813 0.365
H -3.169 -2.552 -0.222 0.433
H -3.077 -1.705 -1.790 0.047
C -3.059 1.348 -1.954 -0.880
H -4.052 1.817 -2.004 0.401
H -3.056 0.529 -2.678 0.351
H -2.335 2.106 -2.290 0.136
C 1.534 0.753 -2.863 -0.110
C 0.452 1.627 -3.070 0.650
C -0.342 1.673 -4.327 -1.282
C -1.274 0.478 -4.696 -1.722
C -1.267 -0.728 -3.815 -0.065
C -0.175 -1.506 -3.666 -0.163
C 1.087 -1.277 -4.449 -1.322
C 2.036 -0.181 -3.938 -1.272
H 0.332 1.870 -5.180 0.485
H -1.026 0.184 -5.730 0.605
H -0.972 2.580 -4.277 0.513
H 2.376 0.418 -4.798 0.415
H 2.304 0.988 -2.111 0.504
H 0.320 2.494 -2.413 0.007
H 2.950 -0.665 -3.563 0.454
H 1.638 -2.233 -4.470 0.481
H -0.231 -2.468 -3.154 0.756
H 0.839 -1.071 -5.503 0.435
H -2.305 0.858 -4.753 0.355
H -2.243 -1.084 -3.476 0.914
P 1.623 2.092 0.560 1.004
C 1.235 2.854 2.181 -1.251
H 2.129 3.342 2.594 0.556
H 0.916 2.070 2.881 0.015
H 0.439 3.603 2.085 0.429
C 3.353 1.562 0.885 -1.492
H 3.852 2.275 1.558 0.466
H 3.917 1.489 -0.054 0.481
H 3.336 0.575 1.367 0.312
C 1.802 3.573 -0.516 -1.314
H 2.095 3.276 -1.531 0.416
H 2.555 4.257 -0.103 0.460
H 0.831 4.090 -0.570 0.303
P 1.000 -2.471 -0.121 0.994
C -0.313 -3.581 -0.753 -1.052
H 0.125 -4.528 -1.096 0.508
H -0.861 -3.112 -1.584 0.043
H -1.042 -3.774 0.047 0.377
C 2.489 -2.711 -1.142 -1.135
H 2.289 -2.546 -2.207 0.144
H 2.872 -3.728 -0.988 0.541
H 3.254 -1.990 -0.823 0.328
C 1.417 -3.192 1.491 -1.161
H 2.133 -4.017 1.351 0.471
H 0.507 -3.575 1.975 0.395
H 1.853 -2.440 2.157 0.292
C 1.980 -1.392 6.145 -0.603
C 0.742 -1.822 5.655 -0.606
C 0.174 -1.198 4.505 -0.003
C 0.883 -0.177 3.943 0.457
C 2.135 0.215 4.310 -0.435
C 2.689 -0.399 5.469 -0.549
H 2.394 -1.841 7.051 0.392
H 0.199 -2.629 6.150 0.431
H -0.791 -1.540 4.129 0.258
H 2.704 0.973 3.772 0.232
H 3.670 -0.085 5.819 0.429
```

## Properties
Relative energy (zero: lowest compared OMol25 entry of this formula, charge and spin) = 12.97 kcal per mole
Charge = +2
2S+1 = 1

No. 2
The following is a quantum chemistry calculation of 5 unconnected molecules or ions with the total composition C23H25N4O4 at a distorted geometry, from the Open Molecules 2025 dataset.

```
56
Properties=species:S:1:pos:R:3:mulliken_charge:R:1
C 3.209 0.799 -1.783 -1.448
C 2.414 2.115 -1.941 0.832
C 1.609 2.170 -3.230 -1.911
C 1.563 2.413 -0.659 -0.812
C 0.092 2.689 -0.905 0.044
C -0.313 3.998 -0.977 -0.542
C -1.591 4.357 -1.164 -1.195
C -2.588 3.443 -1.302 0.685
C -4.025 3.899 -1.473 0.256
O -4.397 4.339 -2.576 -0.761
O -4.711 3.806 -0.452 -0.729
C -2.222 2.138 -1.237 0.815
C -0.903 1.752 -1.037 0.394
C -0.660 0.285 -0.946 0.501
O 0.315 -0.281 -1.388 -0.562
C -1.767 -0.477 -0.287 -0.727
C -3.008 -0.104 -0.486 -0.673
C -3.259 1.078 -1.349 -0.109
O -4.204 1.128 -2.092 -0.556
H 2.830 0.186 -0.982 0.131
H 3.101 0.207 -2.690 0.401
H 4.245 0.990 -1.540 0.381
H 3.164 2.900 -1.993 0.615
H 1.067 1.245 -3.398 0.326
H 0.975 3.045 -3.309 0.361
H 2.330 2.244 -4.046 0.560
H 1.954 3.322 -0.208 0.530
H 1.649 1.636 0.097 0.398
H 0.445 4.760 -0.877 0.424
H -1.858 5.399 -1.188 0.434
H -1.510 -1.306 0.350 0.433
H -3.845 -0.598 -0.021 0.422
C 3.997 1.944 2.626 -0.850
C 4.471 2.336 1.305 0.547
N 4.874 2.648 0.276 -0.482
H 3.995 0.861 2.712 0.203
H 4.655 2.361 3.386 0.348
H 2.987 2.322 2.782 0.261
C 2.367 -2.778 1.653 -0.777
C 3.414 -1.782 1.499 0.472
N 4.256 -1.011 1.376 -0.518
H 1.572 -2.382 2.281 0.263
H 1.958 -3.035 0.677 0.267
H 2.774 -3.670 2.120 0.372
C -5.921 -3.343 -0.180 -0.793
C -5.130 -3.132 1.025 0.374
N -4.501 -2.956 1.968 -0.426
H -6.688 -2.574 -0.256 0.275
H -5.278 -3.289 -1.056 0.275
H -6.397 -4.321 -0.144 0.326
C 0.065 -7.304 3.562 -0.798
C 1.100 -6.296 3.398 0.306
N 1.921 -5.504 3.268 -0.360
H -0.732 -6.910 4.187 0.269
H -0.345 -7.571 2.592 0.260
H 0.487 -8.192 4.031 0.269
```

## Properties
Charge = -1
2S+1 = 1

Number 1: calculated total energy -56310.8717 eV. Number 2: calculated total energy -38406.7420 eV.